Entry 1:
Molecular formula: C12H11AuN3S3Te
Method: DFT, ωB97M-V/def2-TZVPD

```
31
Properties=species:S:1:pos:R:3:mulliken_charge:R:1
Au -0.7766 0.6016 -0.4462 0.33
Te 0.6926 0.6357 2.0091 0.45
S 0.6593 0.4273 5.2441 -0.11
S 1.5832 4.2803 -2.3827 -0.02
S -0.3076 2.8510 -0.6807 -0.12
N -0.5484 -1.5618 -0.9029 -0.38
N 1.4205 1.6435 -2.4783 -0.86
N 0.7864 0.4979 -2.0642 0.11
C -1.6105 0.5137 4.0545 -0.28
C -0.2515 0.5007 3.7889 0.02
C 0.9388 2.6983 -1.9118 0.49
C -0.9356 -3.9098 -0.7910 -0.61
C -0.7483 0.3963 6.1900 -0.35
C 0.6150 -1.7972 -1.5507 1.15
C -1.3087 -2.5962 -0.5456 -0.08
C 0.2761 -4.1527 -1.4051 -0.21
C 1.0648 -3.0762 -1.7920 -0.72
C 0.9899 4.2448 -4.0932 -0.76
C -1.8901 0.4548 5.4318 -0.57
C 1.3900 -0.6148 -2.0288 -0.51
H 1.3432 5.1727 -4.5404 0.32
H -2.2339 -2.3627 -0.0372 0.43
H 0.6071 -5.1662 -1.5889 0.44
H -2.3625 0.5673 3.2800 0.36
H -2.8850 0.4540 5.8517 0.37
H 2.4272 -0.7189 -2.3402 0.41
H -0.0964 4.2218 -4.1253 0.27
H -1.5890 -4.7167 -0.4914 0.39
H 2.0142 -3.2269 -2.2887 0.37
H 1.4164 3.4024 -4.6307 0.30
H -0.6804 0.3361 7.2659 0.38
```

Computed properties:
total charge = +1
E_LUMO (alpha / beta) = -6.01 / -6.01 eV
frontier orbital gap (alpha / beta) = 4.64 / 4.64 eV
2S+1 = 1
relative energy (zero: lowest compared OMol25 entry of this formula, charge and spin) = 188.1 kJ/mol

Entry 2:
Molecular formula: C4H7N3
Method: DFT, ωB97M-V/def2-TZVPD

```
14
Properties=species:S:1:pos:R:3:mulliken_spin:R:1
N -0.2649 1.1164 0.2145 -0.02
N -2.0564 -0.2913 0.4344 0.07
N 0.4868 0.0977 -0.2870 0.70
C 1.6028 -0.2348 0.5196 0.05
C -1.6065 1.0330 0.5818 0.18
C -0.2435 -0.9549 -1.1353 0.04
C -1.4989 -0.9917 -0.3735 0.82
H -2.4195 1.7890 0.7274 -0.01
H 0.4956 -1.7860 -1.0861 0.00
H -0.6014 -0.5952 -2.0472 0.03
H 1.6053 0.3226 1.4023 0.00
H 0.2947 2.0110 0.2226 0.02
H 2.5695 -0.1942 0.0103 0.06
H 1.6363 -1.3212 0.8160 0.06
```

Computed properties:
total charge = +2
E_LUMO (alpha / beta) = -11.69 / -14.00 eV
frontier orbital gap (alpha / beta) = 6.92 / 8.47 eV
2S+1 = 3
relative energy (zero: lowest compared OMol25 entry of this formula, charge and spin) = 297.5 kJ/mol

Entry 3:
Molecular formula: C37H63BFeGeN6S3Se
Method: DFT, ωB97M-V/def2-TZVPD

```
113
Properties=species:S:1:pos:R:3:mulliken_spin:R:1
Se 2.5178 -1.3750 2.9341 0.00
Ge 4.1900 1.2506 4.3283 0.00
Fe 2.8209 -0.5167 0.6283 2.27
S 2.9646 0.1209 -1.5665 -0.08
S 0.6785 -2.0427 -0.1016 0.01
S 1.5811 1.4879 1.2442 0.01
N -1.2618 -1.1935 -1.2365 0.17
N -2.1124 0.1416 0.9564 -0.01
N -2.4072 -0.9202 -1.9282 0.34
N -0.8074 0.3776 0.7752 0.01
N -0.7221 1.5679 -1.6412 -0.01
N 0.3379 0.7710 -1.4178 0.00
C -1.3043 -3.5594 -1.5869 0.01
C 2.8552 2.0421 -3.8750 0.00
C 3.6300 3.0766 3.9086 0.00
C -0.7448 -2.4451 -1.0727 0.22
C 1.5268 0.9330 -2.0137 0.01
C -0.0936 1.2476 1.5019 -0.01
C 0.5022 2.6604 -3.3268 0.00
C 3.8709 -4.0211 0.4742 0.04
C -4.2890 -1.7407 -3.2100 -0.03
C -2.7719 0.8269 1.8411 0.00
C 4.2485 -3.0570 -1.7863 0.08
C 4.3962 -1.5591 0.2356 0.60
C 4.8388 1.2129 6.1773 0.00
C -2.9701 2.9698 -1.7031 -0.01
C 2.6213 0.0357 4.2810 0.00
C -5.0189 1.8410 1.6072 0.00
C -4.1592 -2.2907 -4.6358 -0.02
C 4.6431 -2.9530 -0.3044 -0.02
C -0.6624 2.5005 -2.5355 0.00
C -4.6128 -0.2496 -3.2951 0.00
C -2.9899 -1.9901 -2.4450 -0.12
C -5.4406 -2.4549 -2.4910 -0.02
C -2.4252 3.2330 -4.1279 0.00
C -4.2607 0.5557 1.9656 0.00
C -4.5823 0.1462 3.4084 0.00
C 1.5936 1.8898 -3.0886 0.00
C -1.8875 3.3815 -2.6997 0.00
C -0.7933 2.0351 2.4741 0.01
C 6.1448 -3.2515 -0.1804 0.05
C -1.4829 4.8395 -2.4476 0.00
C -0.7443 -4.9316 -1.3917 0.00
C -0.0610 3.0754 3.2581 0.00
C 5.6212 0.6905 3.1253 0.02
C 4.1083 -2.3527 3.4684 0.01
C -2.5055 -3.2990 -2.3160 0.36
C -2.1263 1.8165 2.6203 0.00
C -4.6820 -0.5570 1.0093 0.00
B -0.2450 -0.3718 -0.4897 0.04
H -2.6972 2.3950 3.3357 0.00
H -4.4227 -0.3117 -0.0204 -0.01
H -6.0940 1.6632 1.6683 0.00
H 5.2394 0.3708 2.1557 -0.01
H -2.7005 2.1975 -4.3335 0.00
H 3.6716 2.3693 -3.2303 0.00
H 2.5360 -0.4899 5.2333 0.00
H 3.8757 -3.4140 3.4635 0.01
H -1.0791 4.9631 -1.4411 0.00
H 5.6761 1.8991 6.3059 0.00
H 0.3498 3.8332 2.5883 0.00
H 6.7304 -2.5394 -0.7653 0.00
H 4.4979 3.7372 3.9250 0.00
H 4.3738 -2.0472 4.4784 0.00
H 3.1777 -2.9007 -1.9149 -0.01
H -1.6918 3.5479 -4.8723 0.00
H 4.7720 -2.3121 -2.3886 0.00
H 4.2168 -4.0806 1.5081 -0.01
H 6.3013 1.5290 2.9689 0.00
H -6.3767 -2.2957 -3.0311 0.00
H -3.8132 0.2970 -3.7962 0.00
H 6.3687 -4.2574 -0.5444 0.00
H 4.9055 -2.1333 2.7606 0.00
H -3.3086 -1.8386 -5.1491 0.00
H 5.1768 0.2116 6.4477 0.00
H -4.0217 -3.3721 -4.6466 0.01
H 2.9188 3.4392 4.6531 0.00
H 2.7156 2.7648 -4.6775 0.00
H -4.7424 0.1886 -2.3062 0.00
H -0.7305 5.1821 -3.1601 0.00
H -5.0632 -2.0634 -5.2054 0.00
H -4.3122 0.9253 4.1237 0.00
H -3.3136 3.8537 -4.2549 0.00
H 3.1608 3.1358 2.9280 0.00
H -4.1825 -1.4970 1.2469 0.00
H -3.0422 -4.1205 -2.7692 0.05
H 0.5260 3.4090 -4.1084 0.00
H -3.8600 3.5819 -1.8643 0.00
H -4.7836 2.1571 0.5891 0.00
H 2.8020 -3.8057 0.4796 0.00
H -4.7796 2.6622 2.2856 0.00
H 6.1912 -0.1339 3.5534 0.00
H 3.1599 1.0852 -4.3000 0.00
H -1.2534 -5.4549 -0.5784 0.01
H -0.8676 -5.5310 -2.2949 0.00
H -4.0501 -0.7669 3.6794 0.00
H -5.7613 -0.7050 1.0849 0.00
H 1.7109 0.6210 4.1551 0.00
H 4.0504 1.5052 6.8718 0.00
H -3.2277 1.9163 -1.8164 0.01
H 5.1629 -0.8779 -0.1729 0.04
H -5.5610 -2.0693 -1.4772 0.00
H -5.2638 -3.5286 -2.4238 0.00
H 4.0171 -5.0058 0.0226 0.00
H 0.3189 -4.8938 -1.1515 -0.01
H -2.6302 3.1158 -0.6758 0.00
H -5.5376 -0.1131 -3.8601 0.00
H 4.5038 -4.0495 -2.1686 0.00
H 6.4731 -3.1864 0.8597 -0.01
H -2.3551 5.4879 -2.5479 0.00
H 0.7923 2.6423 3.7808 0.00
H -5.6525 -0.0406 3.5100 0.00
H -0.7250 3.5542 3.9759 0.00
```

Computed properties:
total charge = 0
E_LUMO (alpha / beta) = -0.06 / -0.07 eV
frontier orbital gap (alpha / beta) = 5.17 / 7.30 eV
2S+1 = 5

Entry 4:
Molecular formula: C7H16ClN2
Method: DFT, ωB97M-V/def2-TZVPD

```
26
Properties=species:S:1:pos:R:3:mulliken_charge:R:1
Cl -2.2802 0.4979 -0.6310 -0.06
N 0.3381 -0.5446 0.9762 0.02
N -0.0151 0.1549 -1.9276 0.11
C -0.5369 0.5739 -3.1757 -1.00
C 1.2659 -0.4589 -2.0160 -1.09
C 0.7853 0.4712 1.8202 -0.49
C -0.6981 -1.4525 1.3496 -0.78
C -1.7491 -0.8598 2.3177 -1.02
C -0.6826 0.2530 -0.8424 0.35
C 1.6027 1.4969 0.9876 -0.87
H 1.1112 -1.5331 -2.4441 0.34
H -1.6156 0.3450 -3.0740 0.33
H 1.4062 -0.0605 2.5211 0.42
H 1.9901 2.2436 1.7211 0.41
H 1.9308 0.0533 -2.5602 0.50
H -1.2047 -1.9242 0.5569 0.42
H 1.7069 -0.5595 -1.0719 0.38
H 2.3529 0.8612 0.3300 0.17
H 0.8034 1.9938 0.4447 0.25
H -0.4621 1.6479 -3.2451 0.36
H -0.2319 -2.3084 1.8037 0.49
H -1.3299 -0.9246 3.2956 0.40
H 0.1134 0.1902 -3.9333 0.41
H -1.9828 0.2966 2.1306 0.27
H 0.0142 0.9930 2.4167 0.36
H -2.6322 -1.4464 2.2497 0.32
```

Computed properties:
total charge = +1
E_LUMO (alpha / beta) = -4.67 / -4.67 eV
frontier orbital gap (alpha / beta) = 8.34 / 8.34 eV
2S+1 = 1
relative energy (zero: lowest compared OMol25 entry of this formula, charge and spin) = 486.0 kJ/mol